Entry 1:
# C21H17NO4

The molecule C21H17NO4 (ωB97M-V/def2-TZVPD, OMol25).

```
43
Properties=species:S:1:pos:R:3:nbo_charge:R:1
H 0.76 -4.48 2.14 0.21
H 0.93 -2.04 1.99 0.26
H -2.71 -1.90 -3.33 0.21
C 1.36 -2.66 1.22 -0.27
H 4.51 3.68 -0.52 0.22
C -0.89 1.04 -0.39 0.79
C 0.86 2.58 -0.04 0.40
C 2.55 -2.88 -0.86 -0.27
C 1.14 3.87 -0.45 -0.26
H -4.26 1.33 2.76 0.22
H 0.32 4.55 -0.64 0.23
C -3.92 0.90 1.83 -0.26
H 1.73 -5.91 0.37 0.21
C -4.71 -0.01 1.15 -0.16
C 2.45 4.27 -0.62 -0.19
C -3.04 -0.23 -0.58 0.44
C -2.69 1.25 1.31 -0.12
H -4.91 -1.28 -0.55 0.22
H 4.01 1.39 0.22 0.22
H -3.48 -2.57 -1.87 0.18
O 0.89 0.15 1.72 -0.61
O -0.46 2.22 0.14 -0.52
C 1.89 1.67 0.20 -0.20
C -4.28 -0.57 -0.04 -0.33
H -4.27 -1.24 -2.78 0.18
C 2.45 -4.25 -0.77 -0.20
C 1.57 0.30 0.73 0.69
C 1.26 -4.04 1.30 -0.19
C 2.00 -2.07 0.14 0.24
C 3.49 3.37 -0.39 -0.22
C 1.80 -4.84 0.31 -0.24
H 3.04 -2.42 -1.70 0.20
C -3.31 -1.66 -2.46 -0.25
C -2.23 0.70 0.11 -0.26
H -2.05 1.94 1.83 0.24
H 2.59 -0.40 -0.86 0.41
H -5.67 -0.30 1.55 0.21
O -2.56 -0.71 -1.74 -0.48
N 2.15 -0.69 0.00 -0.61
H 2.67 5.28 -0.93 0.22
C 3.21 2.08 0.02 -0.18
O -0.23 0.40 -1.16 -0.57
H 2.87 -4.87 -1.55 0.21
```

Values from the calculation:
LUMO (hartree): 0.020
Energy relative to the best compared isomer or geometry (same formula, charge and spin) (kcal/mol): 55.6
SMILES: COc1ccccc1C(=O)Oc1ccccc1C(=O)Nc1ccccc1
Charge: 0
HOMO level (eV): -8.35


Entry 2:
# C20H30AlClO2

A structure of composition C20H30AlClO2 at a distorted geometry (ωB97M-V/def2-TZVPD, OMol25).

```
54
Properties=species:S:1:pos:R:3:nbo_charge:R:1
C -2.20 1.39 1.53 -0.55
H -3.68 3.40 -4.44 0.21
C -2.21 -0.54 -0.69 -1.06
H -0.72 3.13 1.33 0.27
H -6.04 4.42 1.37 0.21
H -2.99 6.42 -0.92 0.21
H -0.23 -0.77 3.23 0.22
H -4.24 2.37 -2.34 0.19
C 0.03 1.20 2.25 -0.18
H -0.16 0.96 -2.73 0.27
C 0.65 0.08 -0.80 -0.48
H -0.70 3.79 -1.59 0.22
H -2.76 -0.64 2.42 0.23
C -1.71 3.70 -2.02 -0.08
C -0.88 2.08 1.53 -0.62
C -4.92 3.98 -1.34 -0.08
C -3.31 6.19 0.11 -0.63
H -2.49 2.12 -4.72 0.23
H -5.70 3.20 -1.25 0.19
H -1.74 4.78 -3.90 0.22
C 0.25 1.15 -1.75 -0.61
H -0.77 3.36 -3.90 0.22
H -3.40 0.99 -2.93 0.23
H -3.16 1.87 1.30 0.28
H 0.40 -0.99 -0.89 0.26
H -3.26 -0.53 -0.38 0.22
C -5.17 5.08 1.47 -0.62
H 1.10 3.24 -2.01 0.21
H -6.53 5.29 -0.80 0.22
C -1.73 3.76 -3.53 -0.44
H -1.72 -1.40 -0.23 0.23
H -2.46 5.86 0.73 0.23
H -5.21 6.10 -1.80 0.21
Al -1.21 1.11 -0.25 1.91
C -2.00 0.13 2.21 -0.22
H 1.08 1.41 2.50 0.23
C -3.27 2.08 -2.76 -0.08
C -0.65 0.04 2.63 -0.30
C -4.44 5.18 0.13 0.28
C 2.01 1.93 -0.47 -0.30
Cl -2.18 -0.82 -2.40 -0.07
C 1.79 0.59 -0.08 -0.21
O -2.26 2.34 -1.74 -0.60
H -2.36 4.46 -1.54 0.21
H -5.54 6.07 1.77 0.21
H -4.50 4.72 2.26 0.22
H 2.82 2.57 -0.10 0.21
H -4.41 3.99 -2.31 0.19
C 1.11 2.29 -1.48 -0.24
H 2.40 0.00 0.61 0.22
C -5.45 5.35 -1.03 -0.48
O -3.94 3.84 -0.24 -0.55
H -3.68 7.13 0.54 0.22
C -2.85 2.85 -3.99 -0.45
```

Values from the calculation:
LUMO (hartree): 0.016
Energy relative to the best compared isomer or geometry (same formula, charge and spin) (kcal/mol): 24.5
Charge: 0
HOMO level (eV): -7.28


Entry 3:
# C5H8N4O2S

A cluster of 2 separate species, C5H8N4O2S in total at a distorted geometry (ωB97M-V/def2-TZVPD, OMol25).

```
20
Properties=species:S:1:pos:R:3:nbo_charge:R:1
N -2.37 0.37 -1.12 -0.83
O 1.22 2.65 0.35 -0.52
H -2.72 1.58 1.85 0.39
H -2.79 1.15 -1.60 0.38
H -0.89 0.15 1.68 0.34
C 1.21 -1.74 -0.71 0.18
C 2.10 -2.18 0.40 -0.61
H 2.82 -2.93 0.08 0.24
H -3.71 1.75 0.48 0.38
H 0.58 -2.45 -1.23 0.20
O 2.68 1.37 -0.99 -0.45
N -2.80 1.54 0.85 -0.84
N -1.05 -0.04 0.69 -0.81
N 1.17 -0.53 -1.05 -0.40
H -1.63 -0.08 -1.63 0.40
C -2.02 0.61 0.20 0.59
C 1.98 0.29 -0.28 0.13
H 1.52 -2.57 1.24 0.25
S 2.95 -0.66 0.93 0.20
C 1.75 1.72 -0.14 0.77
```

Values from the calculation:
LUMO (hartree): 0.025
Energy relative to the best compared isomer or geometry (same formula, charge and spin) (kcal/mol): 47.3
SMILES: O=C1O[C@]12N=CCS2.N=C(N)N
Charge: 0
HOMO level (eV): -8.97


Entry 4:
# C30H22N5O5Pt

A structure of composition C30H22N5O5Pt (ωB97M-V/def2-TZVPD, OMol25).

```
63
Properties=species:S:1:pos:R:3:lowdin_spin:R:1
H -2.36 -3.48 4.81 0.00
H -3.84 1.85 -6.51 0.00
O -1.04 0.10 2.31 0.00
H -3.95 3.44 -2.54 0.00
H -1.55 3.89 -2.64 0.01
C 6.63 -2.54 2.07 0.00
H 1.62 4.83 -1.59 0.01
C 5.35 -2.04 2.04 0.00
H -1.40 2.30 -6.61 0.00
Pt 0.90 -0.33 2.18 0.01
O 1.20 1.53 1.38 0.16
C 0.95 3.01 -2.51 0.06
H -5.24 -0.59 3.57 0.00
C 0.79 1.58 -2.29 0.05
C 0.44 -0.67 -3.06 0.03
H 5.10 -1.17 1.44 0.00
H 0.40 -2.14 -1.47 0.00
C 1.51 3.25 -0.14 0.01
N 0.70 3.65 -3.65 0.55
C -1.88 -0.66 2.94 0.00
N 0.78 -2.02 3.12 0.00
H 1.81 3.88 0.69 0.00
H -6.23 3.38 -3.02 0.00
C -3.32 2.29 -5.67 -0.02
O 3.66 -4.42 4.26 0.00
C -2.04 3.43 -3.48 0.10
C -4.22 -0.95 3.59 0.00
C -1.58 -1.88 3.62 0.00
C -3.41 3.17 -3.43 -0.01
C -0.27 -2.48 3.69 0.00
C -3.24 -0.25 2.94 0.00
C 0.51 -1.09 -1.72 -0.01
C 5.90 -4.26 3.59 0.00
H -3.46 0.66 2.39 0.00
C 0.58 0.67 -3.33 0.00
N 1.98 -2.71 3.25 0.00
N 0.09 3.17 -4.70 0.53
C 0.88 1.05 -0.98 0.03
O -5.37 2.25 -4.54 0.03
C 4.60 -3.77 3.55 0.00
H -0.16 -3.41 4.25 0.00
H 7.42 -2.07 1.50 0.00
H 0.29 -1.39 -3.85 0.00
C -1.97 2.54 -5.72 0.07
O 2.83 -0.89 2.13 0.00
C -2.61 -2.56 4.29 0.00
C 2.96 -2.03 2.71 0.00
C -3.91 -2.13 4.30 0.00
H -7.05 1.88 -3.50 0.00
H 2.80 -3.98 4.08 0.00
C -6.08 2.34 -3.32 0.00
H 7.91 -4.06 2.91 0.00
C 4.32 -2.64 2.76 0.00
C 1.19 1.91 0.15 0.13
H 6.10 -5.13 4.21 0.00
C 6.91 -3.66 2.86 0.00
C -4.05 2.58 -4.51 0.08
N 0.73 -0.27 -0.73 0.03
H -4.68 -2.68 4.82 0.00
H 0.55 1.03 -4.35 0.00
C 1.40 3.78 -1.41 0.12
C -1.29 3.07 -4.61 0.03
H -5.56 1.81 -2.52 0.00
```

Values from the calculation:
LUMO (alpha / beta) (hartree): 0.090 / 0.071
Charge: -1
Multiplicity: 3
<S²>: 2.076
HOMO level (alpha / beta) (eV): -3.74 / -5.06


Entry 5:
# C26H79AsF6N17O11

A structure of composition C26H79AsF6N17O11 at a distorted geometry (ωB97M-V/def2-TZVPD, OMol25).

```
140
Properties=species:S:1:pos:R:3:mulliken_charge:R:1
C -13.33 1.21 -15.10 -0.70
F -14.27 -9.35 -14.17 -0.50
H -13.61 0.33 -7.93 0.31
H -13.45 0.37 -15.78 0.27
C -19.44 -2.02 -11.49 0.69
C -14.47 -0.28 -8.23 0.58
H -21.60 -7.06 -6.70 0.22
N -23.23 -11.75 -13.00 -0.42
H -21.09 -11.66 -4.25 0.32
H -14.70 -13.39 -11.21 0.21
C -9.60 -11.76 -9.29 0.67
H -22.41 -1.44 -21.69 0.27
H -15.10 -0.45 -6.21 0.38
H -22.47 -1.38 -19.97 0.32
H -20.99 -11.39 -1.91 0.34
H -14.43 -15.02 -11.76 0.15
C -20.52 -5.59 -18.44 -1.42
H -15.17 -6.23 -18.61 0.13
N -21.53 -10.52 -13.03 -0.33
H -13.25 -6.83 -17.98 0.18
H -9.34 -1.80 -15.95 0.27
N -13.02 -7.02 -18.94 -0.37
H -11.26 -2.72 -15.93 0.45
H -10.69 1.32 -14.43 0.39
H -10.62 -12.92 -8.04 0.20
H -12.60 -3.99 -6.49 0.24
N -15.07 0.16 -9.47 -0.71
H -14.41 0.17 -10.24 0.24
F -15.20 -6.89 -14.36 -0.52
C -20.46 -7.59 -8.19 0.66
O -21.55 -12.28 -11.64 -0.61
N -15.00 -14.35 -11.26 -0.39
N -19.92 -5.41 -20.75 -0.64
C -20.74 -12.36 -2.34 -1.52
N -20.58 -17.50 -15.01 -0.69
O -13.34 -2.26 -7.27 -0.34
H -19.91 -3.03 -19.75 0.35
N -20.36 -1.16 -11.94 -0.38
H -14.33 -4.10 -7.22 0.32
H -15.78 -0.47 -9.81 0.23
H -20.76 -6.64 -18.31 0.38
O -16.63 -14.09 -9.73 -0.61
H -11.60 -11.74 -8.88 0.18
O -12.61 0.56 -14.02 -0.33
H -23.79 -12.55 -12.75 0.21
H -15.03 -2.31 -8.48 0.32
O -19.44 -2.40 -10.31 -0.67
H -11.17 -0.43 -16.28 0.17
N -15.75 -16.11 -10.34 -0.41
C -15.95 -14.82 -10.42 0.67
H -20.90 -14.80 -15.76 0.36
O -18.28 -11.38 -4.95 -0.22
H -17.39 -14.11 -15.63 0.27
H -22.24 -10.04 -13.57 0.14
H -18.89 -13.58 -14.98 0.28
H -15.65 -5.87 -20.17 0.16
F -12.90 -7.31 -13.10 -0.52
N -19.85 -6.96 -9.11 -0.39
H -19.12 -10.19 -3.44 0.38
O -21.61 -3.04 -20.87 -0.33
H -18.44 -1.91 -13.29 0.16
C -18.46 -14.10 -15.83 -0.73
H -14.25 1.65 -14.71 0.22
H -22.69 -17.06 -17.60 0.40
H -20.84 -13.91 -4.29 0.27
C -20.90 -4.97 -19.75 0.72
H -20.52 -15.10 -17.39 0.37
H -22.45 -18.36 -16.61 0.35
H -17.18 -9.55 -4.78 0.30
As -14.61 -7.98 -13.04 2.05
H -10.78 0.02 -13.27 0.36
N -20.03 -13.32 -4.41 -0.68
H -9.01 -10.26 -10.48 0.20
H -15.01 -16.60 -10.83 0.17
F -14.89 -6.66 -11.87 -0.50
H -9.09 -1.21 -14.50 0.28
O -18.94 -15.41 -16.07 -0.33
H -23.51 -11.14 -13.76 0.12
C -20.33 -15.49 -16.38 -0.73
H -19.52 -5.37 -18.07 0.31
O -8.49 -12.21 -9.12 -0.68
C -13.72 -6.54 -19.91 0.67
H -16.24 -16.54 -9.56 0.22
H -16.31 -0.71 -7.23 0.31
H -16.51 -10.74 -5.95 0.26
C -20.79 -17.01 -16.33 0.42
H -21.05 -5.78 -7.88 0.15
H -20.96 -0.93 -20.89 0.29
H -11.11 -2.50 -14.16 0.32
H -21.53 -3.17 -18.91 0.36
N -9.78 -10.77 -10.07 -0.34
H -12.93 -4.12 -8.20 0.32
H -21.92 -5.29 -19.94 0.16
H -20.12 -6.38 -20.90 0.23
N -9.46 -0.96 -15.40 -0.75
C -13.31 -3.70 -7.27 -0.74
O -13.34 -6.49 -21.03 -0.66
C -21.81 -1.61 -20.80 -0.75
C -20.21 -12.08 -3.77 0.41
H -20.12 -12.96 -1.67 0.39
C -11.21 0.38 -14.20 -0.76
H -19.42 -13.80 -3.77 0.25
H -20.11 -4.79 -21.53 0.24
H -21.32 -17.16 -14.40 0.26
H -12.60 -2.05 -15.06 0.29
H -18.31 -11.59 -2.91 0.36
C -17.04 -10.61 -5.01 -0.80
H -20.12 -17.37 -17.11 0.24
C -18.92 -11.22 -3.74 -0.84
H -21.71 -12.86 -2.40 0.44
H -20.17 -0.82 -12.87 0.14
H -18.53 -13.57 -16.77 0.31
H -21.19 -5.08 -17.75 0.36
C -15.46 -0.03 -7.16 -1.54
C -10.90 -0.73 -15.27 0.63
N -14.89 -6.20 -19.58 -0.31
C -11.51 -2.08 -15.08 -1.41
C -22.24 -17.29 -16.63 -1.47
F -16.31 -8.54 -12.83 -0.50
N -18.54 -2.36 -12.39 -0.37
C -20.91 -3.46 -19.76 -0.84
H -19.15 -7.41 -9.68 0.23
H -17.89 -3.09 -12.15 0.22
H -12.67 1.89 -15.64 0.32
H -12.11 -7.44 -19.09 0.20
F -14.20 -9.06 -11.62 -0.52
H -13.51 -1.93 -9.29 0.38
N -10.71 -12.18 -8.72 -0.37
C -14.11 -1.74 -8.40 -0.65
H -15.94 0.94 -7.09 0.35
H -22.91 -16.70 -16.00 0.35
H -10.73 -10.42 -10.12 0.14
H -20.55 -10.37 -13.21 0.23
O -20.55 -8.76 -8.03 -0.64
H -19.68 -5.99 -8.88 0.15
H -19.69 -17.12 -14.72 0.33
N -21.13 -6.73 -7.53 -0.39
H -16.38 -10.96 -4.22 0.33
C -22.04 -11.59 -12.50 0.67
H -21.12 -0.76 -11.40 0.21
```

Values from the calculation:
LUMO (hartree): 0.058
Energy relative to the best compared isomer or geometry (same formula, charge and spin) (kcal/mol): 161.2
Charge: -1
HOMO level (eV): -7.30


Number 1: DFT total energy -31733.463 eV. Number 2: DFT total energy -44437.584 eV. Number 3: DFT total energy -26204.086 eV. Number 4: DFT total energy -52402.433 eV. Number 5: DFT total energy -153243.522 eV.